# 1
{"formula": "C26H42BrHgNOP2", "method": "wB97M-V/def2-TZVPD", "total_charge": 2, "lumo_energy_ha": -0.28664, "largest_force_ev_per_a": 3.273, "elements": ["C", "C", "C", "C", "N", "C", "C", "C", "C", "C", "C", "C", "C", "C", "Hg", "P", "H", "H", "H", "H", "H", "H", "H", "H", "C", "C", "H", "H", "H", "H", "H", "C", "C", "H", "H", "H", "H", "H", "C", "C", "H", "H", "H", "H", "H", "Br", "P", "C", "C", "H", "H", "H", "H", "H", "C", "C", "H", "H", "H", "H", "H", "C", "C", "H", "H", "H", "H", "H", "C", "O", "H", "H", "H", "H"], "xyz": [[2.55, 4.55, -0.23], [1.38, 4.22, -0.95], [1.57, 3.70, -2.24], [2.84, 3.75, -2.83], [3.90, 4.17, -2.15], [3.79, 4.57, -0.88], [0.09, 4.27, -0.30], [-0.97, 4.02, 0.28], [-1.98, 3.41, 1.10], [-1.43, 2.45, 1.96], [-2.25, 1.39, 2.39], [-3.49, 1.23, 1.77], [-4.14, 2.34, 1.21], [-3.38, 3.48, 0.90], [-1.27, -0.83, 1.63], [1.75, -0.72, 0.63], [0.76, 3.25, -2.80], [2.50, 4.78, 0.83], [2.99, 3.45, -3.89], [4.69, 4.93, -0.35], [-3.81, 4.37, 0.43], [-0.35, 2.44, 2.12], [-5.21, 2.34, 1.01], [-2.03, 0.77, 3.26], [2.75, -2.28, 0.74], [3.93, -2.60, -0.20], [1.98, -3.05, 0.62], [3.12, -2.36, 1.77], [4.29, -3.63, -0.02], [3.67, -2.54, -1.26], [4.80, -1.95, -0.02], [1.93, -0.18, -1.15], [3.27, 0.29, -1.73], [1.21, 0.65, -1.22], [1.53, -0.98, -1.78], [3.16, 0.52, -2.80], [3.65, 1.20, -1.26], [4.05, -0.48, -1.66], [2.84, 0.54, 1.48], [4.35, 0.34, 1.56], [2.41, 0.54, 2.49], [2.61, 1.53, 1.05], [4.82, 1.14, 2.16], [4.62, -0.61, 2.03], [4.83, 0.38, 0.57], [-4.22, -0.62, 1.90], [-1.93, -1.93, -0.66], [-0.80, -2.67, -1.90], [-1.28, -3.97, -2.56], [0.14, -2.86, -1.36], [-0.58, -1.92, -2.68], [-0.50, -4.35, -3.23], [-1.50, -4.76, -1.83], [-2.18, -3.81, -3.17], [-3.10, -3.19, -0.10], [-4.45, -3.28, -0.83], [-3.29, -2.96, 0.96], [-2.61, -4.18, -0.11], [-5.11, -4.01, -0.32], [-4.98, -2.31, -0.86], [-4.32, -3.64, -1.87], [-2.80, -0.53, -1.49], [-3.27, -0.77, -2.93], [-2.10, 0.31, -1.46], [-3.64, -0.24, -0.84], [-3.82, 0.11, -3.29], [-2.44, -0.94, -3.62], [-3.96, -1.62, -2.99], [-1.03, -0.45, 5.28], [-0.68, -1.43, 4.30], [-0.28, -0.41, 6.08], [-2.02, -0.68, 5.71], [-1.07, 0.52, 4.79], [-0.46, -2.25, 4.77]], "mulliken_charge": [-0.1464, 0.3308, -0.1941, -0.5611, -0.5170, -0.4873, 0.0018, -0.0213, -0.0261, -0.2207, -2.0271, 0.4189, -0.4348, -0.6966, 1.3501, 0.3908, 0.5056, 0.5023, 0.4108, 0.3689, 0.4927, 0.5590, 0.5006, 1.1296, -0.9101, -1.2887, 0.4623, 0.5940, 0.4142, 0.2885, 0.2518, -0.0727, -1.2349, 0.1875, 0.2734, 0.4248, 0.1042, 0.2266, -0.1874, -1.3201, 0.4894, 0.0412, 0.4117, 0.3173, 0.2446, -0.0635, 0.2536, -0.2780, -1.3667, 0.1493, 0.4805, 0.4306, 0.3004, 0.2969, -0.5816, -1.3143, 0.4804, 0.5220, 0.4210, 0.2939, 0.2598, -0.2301, -1.2600, 0.4373, 0.1999, 0.4058, 0.3322, 0.2562, -0.6025, -0.4196, 0.3499, 0.3200, 0.3081, 0.2714]}

---

# 2
{"formula": "C26H42BrN4O6S2", "method": "wB97M-V/def2-TZVPD", "total_charge": 1, "lumo_energy_ha": -0.12388, "largest_force_ev_per_a": 3.915, "elements": ["C", "O", "C", "C", "C", "C", "C", "C", "C", "C", "C", "C", "C", "C", "C", "O", "O", "C", "C", "C", "S", "C", "N", "N", "C", "O", "C", "C", "O", "Br", "C", "C", "C", "C", "S", "N", "O", "C", "N", "H", "H", "H", "H", "H", "H", "H", "H", "H", "H", "H", "H", "H", "H", "H", "H", "H", "H", "H", "H", "H", "H", "H", "H", "H", "H", "H", "H", "H", "H", "H", "H", "H", "H", "H", "H", "H", "H", "H", "H", "H", "H"], "xyz": [[5.42, -1.64, 2.86], [6.73, -2.07, 2.49], [7.40, -1.15, 1.64], [7.20, -1.47, 0.10], [5.74, -1.11, -0.42], [5.77, -0.88, -1.98], [4.37, -0.44, -2.58], [4.00, 1.00, -2.05], [2.50, 1.12, -1.56], [2.07, 0.03, -0.50], [1.66, 0.60, 0.91], [0.16, 1.07, 1.03], [-0.92, 0.02, 0.60], [-0.52, -1.43, 1.03], [-0.30, -1.39, 2.60], [0.54, -2.03, 3.16], [-2.17, 0.43, 1.18], [-3.31, 0.45, 0.28], [-3.72, -1.11, 0.26], [-3.84, -1.74, 1.69], [-4.85, -3.30, 1.50], [-6.51, -2.76, 1.06], [-7.20, -1.78, 1.68], [-8.40, -1.78, 1.03], [-8.41, -2.70, 0.07], [-7.19, -3.36, 0.05], [-4.65, 1.13, 0.73], [-5.67, 1.48, -0.41], [-6.40, 2.38, -0.22], [-5.87, 0.52, -2.11], [-2.62, 0.77, -1.10], [-2.75, 2.12, -1.90], [-2.97, 3.47, -1.12], [-1.73, 4.04, -0.32], [-1.94, 3.75, 1.50], [-1.20, 0.28, -0.89], [-1.08, -0.82, -1.78], [-0.56, -0.41, -2.97], [-0.35, -0.15, -4.06], [4.65, -2.31, 2.39], [5.27, -1.71, 3.97], [5.19, -0.58, 2.56], [7.13, -0.07, 1.84], [8.50, -1.24, 1.85], [7.98, -0.94, -0.52], [7.41, -2.57, -0.01], [5.45, -0.18, 0.14], [5.04, -1.96, -0.17], [6.13, -1.86, -2.43], [6.55, -0.12, -2.24], [3.65, -1.24, -2.27], [4.49, -0.48, -3.69], [4.11, 1.71, -2.91], [4.66, 1.25, -1.19], [1.87, 0.94, -2.48], [2.24, 2.15, -1.18], [2.96, -0.64, -0.32], [1.29, -0.63, -0.95], [2.30, 1.51, 1.09], [1.95, -0.15, 1.69], [-0.03, 1.28, 2.12], [0.08, 2.06, 0.51], [0.44, -1.80, 0.60], [-1.29, -2.20, 0.77], [-0.98, -0.71, 3.20], [-3.04, -1.72, -0.39], [-4.74, -1.21, -0.21], [-4.37, -1.11, 2.44], [-2.88, -2.09, 2.14], [-9.23, -2.91, -0.65], [-4.38, 2.11, 1.21], [-5.22, 0.56, 1.51], [-3.09, 0.02, -1.80], [-1.78, 2.25, -2.48], [-3.53, 2.01, -2.69], [-3.85, 3.50, -0.44], [-3.19, 4.25, -1.92], [-0.74, 3.71, -0.72], [-1.76, 5.15, -0.45], [-3.26, 4.08, 1.69], [-0.47, 0.92, -1.23]], "mulliken_charge": [-0.5910, -0.3995, -0.6172, -0.6403, 0.1568, -1.1011, -0.4012, -0.9449, -0.6795, 0.2638, -1.1971, -0.7322, -0.3072, -0.5543, -0.1521, -0.4703, -0.1181, 1.7098, -1.2824, -0.2852, -0.2086, 0.6647, -0.1817, -0.4640, 0.0303, -0.2692, -0.5104, 0.3135, -0.4434, -0.1493, -0.3745, -1.3691, -0.7341, -0.5184, -0.2168, 0.2051, -0.3427, 0.4449, -0.4026, 0.2069, 0.3317, 0.2165, 0.3654, 0.3306, 0.4213, 0.2847, 0.0793, 0.1074, 0.3866, 0.3695, 0.2021, 0.4377, 0.4028, 0.3118, 0.1493, 0.4473, -0.0761, 0.2562, 0.5169, 0.2504, 0.5538, -0.1779, 0.2202, 0.6273, 0.4051, 0.3452, 0.4929, 0.3727, 0.0980, 0.3812, 0.0159, 0.3228, 0.6521, 0.4256, 0.4862, 0.2311, 0.5211, 0.2628, 0.4431, 0.2153, 0.9767]}